{
  "formula": "C12H15Cl12N3O6P4S",
  "method": "ωB97M-V/def2-TZVPD",
  "elements": ["N", "C", "C", "P", "N", "O", "C", "C", "P", "P", "O", "O", "O", "C", "C", "C", "O", "N", "P", "S", "C", "O", "H", "H", "H", "H", "H", "H", "H", "H", "H", "H", "H", "Cl", "C", "Cl", "Cl", "H", "Cl", "C", "Cl", "Cl", "H", "Cl", "C", "Cl", "Cl", "H", "Cl", "C", "Cl", "Cl", "H"],
  "positions_angstrom": [[0.2416, 2.4092, 0.5077], [0.1604, 1.3033, -0.3537], [1.2536, 0.8249, -1.1059], [2.9637, 1.5250, -1.1912], [3.2698, 2.4234, 0.2261], [3.7747, 0.1682, -0.7869], [1.0615, -0.2809, -1.9327], [-0.1660, -0.9403, -2.0604], [-0.3578, -2.3997, -3.1447], [0.0588, -4.0293, -1.7577], [-1.1055, -4.8839, -1.5122], [1.3397, -4.7796, -2.3291], [0.5413, -3.3617, -0.3827], [-1.2351, -0.4515, -1.3349], [-1.0506, 0.6421, -0.5096], [-2.3262, 0.9291, 0.1672], [-2.5792, 1.7359, 1.0089], [-3.2884, 0.0130, -0.3565], [-4.8481, 0.6419, -0.7449], [-6.1314, 0.6162, 0.6922], [-2.6496, -0.8895, -1.2515], [-3.1816, -1.8051, -1.7817], [0.9965, 2.2765, 1.1647], [-0.6176, 2.5132, 1.0378], [2.6331, 3.2071, 0.3206], [3.1775, 1.8347, 1.0554], [4.5103, 0.0553, -1.3945], [1.8917, -0.6496, -2.5139], [0.7514, -2.3198, -4.0042], [1.3515, -5.6706, -1.9476], [-0.1008, -3.5960, 0.2995], [-4.5532, 1.9574, -1.1293], [-5.2398, -0.0827, -1.8747], [-8.0787, -4.5086, 0.2886], [-6.7973, -3.8095, 1.2828], [-5.5696, -3.0470, 0.2779], [-7.4650, -2.6697, 2.4513], [-6.3275, -4.6133, 1.8322], [3.3907, 1.3810, 6.2481], [3.8825, 1.9227, 4.6493], [2.5090, 1.8868, 3.5319], [4.5760, 3.5400, 4.7195], [4.6375, 1.2454, 4.2744], [2.1909, 5.0690, 8.6819], [2.6735, 5.6412, 7.0852], [1.3135, 5.5919, 5.9628], [3.3536, 7.2662, 7.1771], [3.4405, 4.9789, 6.7106], [3.9572, -1.9947, -7.8370], [2.3013, -1.8663, -7.2513], [2.2682, -1.1992, -5.6124], [1.3197, -0.8900, -8.3388], [1.8778, -2.8606, -7.2136]],
  "forces_ev_per_a": [[0.0, -0.6, 0.1], [0.1, 0.2, 0.2], [0.1, -0.4, 0.3], [-0.1, 0.9, -0.6], [-0.5, -0.6, 0.2], [0.1, -0.4, 0.1], [-0.5, 0.3, 0.3], [0.3, -0.6, -0.5], [-1.1, 0.0, -0.5], [-0.1, 0.2, 0.2], [-0.2, -0.2, -0.1], [0.1, 0.0, 0.0], [0.2, 0.2, 0.0], [0.8, 0.2, -0.1], [-0.2, 0.0, 0.1], [-0.1, -0.6, -0.3], [-0.1, 0.8, 0.4], [0.0, 0.4, -0.8], [-1.2, 0.0, 1.8], [0.1, 0.0, -0.3], [0.5, 0.6, 0.5], [-0.6, -0.8, -0.6], [0.1, 0.3, -0.1], [-0.1, 0.1, -0.1], [0.2, 0.3, -0.1], [0.2, 0.2, -0.1], [0.1, -0.1, 0.1], [0.2, -0.1, 0.0], [0.4, -0.1, 0.7], [0.1, -0.1, -0.2], [0.0, 0.0, 0.1], [0.3, -0.1, -0.4], [0.5, 0.0, -0.2], [0.0, 0.0, 0.0], [0.0, 0.1, 0.0], [0.1, -0.1, -0.1], [0.0, 0.0, 0.0], [0.0, 0.0, 0.0], [0.0, 0.0, 0.0], [0.0, 0.1, 0.1], [-0.1, -0.1, 0.1], [0.1, 0.0, -0.1], [0.0, 0.0, 0.0], [0.0, 0.0, 0.0], [-0.1, 0.1, 0.1], [0.0, 0.0, 0.0], [0.0, 0.0, 0.0], [0.0, 0.0, 0.0], [0.0, 0.0, 0.0], [0.0, 0.1, -0.1], [0.2, 0.1, -0.2], [0.0, 0.0, 0.0], [0.0, 0.0, 0.0]],
  "e_homo_ev": -8.77,
  "orbital_gap_ev": 7.72,
  "total_charge": 0,
  "fmax_ev_per_a": 2.187,
  "e_lumo_ev": -1.057,
  "smiles": "Nc1c(P(N)O)cc(PP(=O)(O)O)c2c1C(=O)N([PH2]=S)C2=O.ClC(Cl)Cl.ClC(Cl)Cl.ClC(Cl)Cl.ClC(Cl)Cl"
}



{
  "formula": "C5H11NO",
  "method": "ωB97M-V/def2-TZVPD",
  "elements": ["C", "C", "C", "C", "C", "N", "H", "H", "H", "H", "H", "H", "H", "H", "H", "O", "H", "H"],
  "positions_angstrom": [[-2.7397, -0.6159, -0.6154], [-1.4402, -0.3083, -0.7558], [-0.6440, 0.3114, 0.2892], [0.5614, 0.8947, 0.0964], [1.4573, 1.1812, 1.2653], [1.0598, 1.1349, -1.1605], [-3.1827, -1.3634, -1.2632], [-3.3078, -0.3949, 0.2816], [-1.1106, -0.2852, -1.7932], [-1.0075, 0.1630, 1.2966], [1.1520, 0.4526, 2.0241], [1.2761, 2.1215, 1.7843], [2.4826, 0.9238, 1.1471], [1.9387, 1.6140, -1.2145], [0.7431, 0.6134, -1.9559], [1.3287, -2.1670, 0.2396], [0.7624, -1.4119, 0.0034], [0.6702, -2.8638, 0.3307]],
  "forces_ev_per_a": [[0.3, -1.1, 0.4], [-1.2, 1.6, -0.2], [0.1, -0.2, -0.3], [-0.2, -0.3, -0.3], [-1.5, -0.6, 1.3], [0.3, 0.3, 0.4], [-0.3, 0.6, -0.5], [0.2, -0.1, 0.2], [0.6, -0.8, 0.2], [0.2, 0.0, 0.1], [-0.1, 0.0, 0.0], [0.3, 0.4, -0.5], [0.9, 0.4, -0.6], [0.1, -0.3, -0.2], [0.0, 0.1, -0.1], [-0.4, 0.1, -0.2], [0.3, 0.0, 0.2], [0.2, -0.2, 0.1]],
  "e_homo_ev": -7.67,
  "orbital_gap_ev": 8.63,
  "total_charge": 0,
  "relative_energy_kj_mol": 203.3,
  "fmax_ev_per_a": 2.085,
  "e_lumo_ev": 0.953,
  "smiles": "C=C/C=C(/C)N.O"
}